{
  "formula": "C5H9BrN3",
  "method": "the ωB97M-V functional and the def2-TZVPD basis",
  "e_homo_ev": -13.59,
  "energy_ev": -79834.1662,
  "relative_energy_kcal_mol": 57.5,
  "total_charge": 1,
  "gap_ev": 8.154,
  "elements": ["C", "C", "C", "C", "C", "N", "N", "N", "Br", "H", "H", "H", "H", "H", "H", "H", "H", "H"],
  "coordinates": [[-0.99148, -1.45629, 0.92985], [-0.10567, 0.61366, -0.65606], [-0.29502, -1.97590, -0.32769], [-0.23892, -0.78938, -1.35246], [0.15017, 0.47684, 0.81889], [-0.43858, -0.40836, 1.45559], [-0.28231, 1.55991, -1.36614], [0.72031, 1.47012, 1.38839], [2.81684, 0.11619, -0.27794], [-1.85002, -1.90548, 1.32896], [0.79073, -2.08010, -0.06208], [-0.84619, -2.80571, -0.88195], [-1.04908, -0.78928, -1.99503], [0.68327, -1.01394, -1.89733], [-0.28777, 2.53398, -1.21820], [2.91431, -0.37837, -1.85177], [1.02132, 1.24686, 2.37213], [1.19864, 2.29638, 0.95647]]
}

***

{
  "formula": "C5H9ClF2N2OS",
  "method": "the ωB97M-V functional and the def2-TZVPD basis",
  "smiles": "[H]/N=C(/NO)SC.C=CC(F)(F)Cl",
  "e_homo_ev": -9.04,
  "energy_ev": -39148.9738,
  "gap_ev": 9.477,
  "elements": ["H", "N", "C", "N", "O", "S", "C", "H", "H", "H", "H", "H", "C", "C", "C", "F", "F", "Cl", "H", "H", "H"],
  "coordinates": [[3.99035, -0.28705, 2.81263], [4.30477, -0.88252, 2.04812], [3.76175, -0.55399, 0.94852], [3.91083, -1.42556, -0.14292], [4.31159, -0.77388, -1.32606], [2.76491, 0.89713, 0.72726], [1.67732, 0.47249, -0.65468], [4.63797, -2.09601, 0.10645], [3.68495, -1.10443, -1.98548], [0.79138, 1.10328, -0.55540], [2.15723, 0.67283, -1.61275], [1.37189, -0.57471, -0.59265], [-3.82653, 1.81702, -0.44469], [-4.54143, 0.70235, -0.38518], [-4.23405, -0.40082, 0.57595], [-5.32184, -0.69703, 1.31410], [-3.24407, -0.07350, 1.42331], [-3.75156, -1.89108, -0.28573], [-4.07896, 2.60339, -1.14684], [-2.96920, 1.97723, 0.20263], [-5.39727, 0.51486, -1.02657]]
}

***

{
  "formula": "C5H9ClIN3",
  "method": "the ωB97M-V functional and the def2-TZVPD basis",
  "e_homo_ev": [-8.52, -8.52],
  "energy_ev": -30419.5568,
  "relative_energy_kcal_mol": 10.4,
  "gap_ev": [7.884, 7.884],
  "elements": ["C", "C", "C", "C", "C", "N", "N", "N", "Cl", "I", "H", "H", "H", "H", "H", "H", "H", "H", "H"],
  "coordinates": [[-1.24017, 0.76593, -0.97589], [0.45183, 1.94319, 1.65030], [1.20257, -2.87263, -1.72290], [0.65340, 0.22510, -0.13306], [0.30527, 0.44190, 1.30366], [-2.09491, 0.87494, -0.12530], [0.94873, -1.42013, -1.59420], [0.85268, -1.08361, -0.38106], [1.68882, -0.25848, 2.30410], [-1.34998, 0.31426, -2.99572], [1.55403, 2.12489, 1.45640], [-0.39279, 2.38631, 1.02429], [0.32074, 1.93333, 2.77477], [1.25498, -3.16684, -0.69601], [2.24188, -3.09690, -2.12162], [0.45827, -3.45075, -2.15194], [1.28285, 0.91700, -0.64007], [-0.57256, 0.02374, 1.65476], [-3.17094, 1.12315, -0.25330]]
}

***

{
  "formula": "C5H9ClN2",
  "method": "the ωB97M-V functional and the def2-TZVPD basis",
  "smiles": "C/C=N\\NC/C=C/Cl",
  "e_homo_ev": -8.53,
  "energy_ev": -20831.2298,
  "relative_energy_kcal_mol": 60.6,
  "gap_ev": 9.470,
  "elements": ["C", "C", "N", "N", "C", "C", "C", "Cl", "H", "H", "H", "H", "H", "H", "H", "H", "H"],
  "coordinates": [[2.14691, 1.09631, -0.03720], [2.36265, -0.39235, 0.24048], [1.57607, -1.34964, 0.01084], [0.30867, -1.11029, -0.50628], [-0.55538, -0.09994, 0.13710], [-2.00079, -0.58396, 0.18871], [-2.95215, 0.22666, -0.19351], [-4.63219, -0.17133, 0.05232], [2.26490, 1.66614, 0.91185], [1.20496, 1.33033, -0.57573], [2.82991, 1.57001, -0.76625], [3.29675, -0.74566, 0.62963], [-0.20889, -1.93661, -0.68091], [-0.51573, 0.79120, -0.51617], [-0.17462, 0.11538, 1.13147], [-2.22539, -1.55983, 0.68086], [-2.72570, 1.15358, -0.70722]]
}

***

{
  "formula": "C5H9ClN2O2S",
  "method": "the ωB97M-V functional and the def2-TZVPD basis",
  "e_homo_ev": -9.15,
  "energy_ev": -35757.2848,
  "relative_energy_kcal_mol": 54.2,
  "gap_ev": 9.284,
  "elements": ["C", "C", "C", "C", "C", "N", "N", "O", "O", "S", "Cl", "H", "H", "H", "H", "H", "H", "H", "H", "H"],
  "coordinates": [[-1.83541, -0.46435, 0.37122], [-1.62272, 0.89310, -0.27638], [-1.27648, -1.63640, -0.47835], [-0.11443, 1.35044, -0.26580], [1.86121, -0.52865, 0.48533], [-0.14523, -1.20122, -1.36494], [3.05023, 0.85079, 0.55864], [2.61604, 1.72870, 1.21487], [3.97169, 0.78521, -0.22531], [0.79366, -0.12195, -1.04508], [2.83450, -1.92178, 0.21176], [-1.38718, -0.41576, 1.30731], [-2.95192, -0.57268, 0.49448], [-2.05535, 1.00720, -1.31171], [-2.23436, 1.66322, 0.12770], [-1.11079, -2.46257, 0.31356], [-2.03298, -2.17865, -1.15853], [0.08043, 1.99190, -1.02017], [0.21571, 1.80852, 0.65078], [1.34340, -0.57508, 1.41063]]
}

***

{
  "formula": "C5H9ClN2O3PS",
  "method": "the ωB97M-V functional and the def2-TZVPD basis",
  "e_homo_ev": -14.00,
  "energy_ev": -47093.0856,
  "relative_energy_kcal_mol": 14.1,
  "total_charge": 1,
  "gap_ev": 10.450,
  "elements": ["C", "C", "C", "C", "C", "N", "N", "O", "O", "O", "P", "S", "Cl", "H", "H", "H", "H", "H", "H", "H", "H", "H"],
  "coordinates": [[-2.54198, 0.39517, -0.53623], [1.92488, -0.13511, 0.46024], [0.11032, -0.10688, 2.36762], [2.52415, 0.86685, -1.57756], [0.67560, -0.72641, 1.19820], [-1.23549, 0.66367, -0.80395], [-3.56528, 1.12194, -0.85185], [2.95203, 0.08915, 1.03002], [-0.09007, -1.49457, -1.43680], [1.52950, 0.18487, -0.77282], [-0.60627, -0.72191, -0.25860], [-2.60488, -1.19625, 0.23951], [0.96379, -2.50046, 1.48298], [-0.86927, -0.54704, 2.61102], [-0.07855, 1.00635, 1.92853], [0.60281, -0.08835, 3.33657], [3.38924, 0.37002, -1.11791], [2.37265, 1.96440, -1.31660], [2.64981, 0.48874, -2.62480], [-3.48168, 2.14175, -1.11205], [-4.50765, 0.66948, -0.80365], [-0.11366, -2.44543, -1.44188]]
}

***

{
  "formula": "C5H9ClO2",
  "method": "the ωB97M-V functional and the def2-TZVPD basis",
  "smiles": "CC(Cl)=C(CO)CO",
  "e_homo_ev": -9.08,
  "energy_ev": -21945.3730,
  "relative_energy_kcal_mol": 79.2,
  "gap_ev": 9.382,
  "elements": ["C", "C", "Cl", "C", "C", "O", "C", "O", "H", "H", "H", "H", "H", "H", "H", "H", "H"],
  "coordinates": [[-1.90721, 1.54025, -0.29724], [-1.24446, 0.18614, 0.11824], [-2.38821, -1.10596, -0.15529], [0.04092, -0.27645, 0.33430], [1.17733, 0.74445, 0.70342], [1.66574, 1.33082, -0.63745], [0.51373, -1.73584, 0.20786], [1.62077, -1.69157, -0.61403], [-2.22164, 1.67758, -1.43042], [-2.97677, 1.79626, 0.12611], [-1.16708, 2.44587, -0.04279], [0.78290, 1.60474, 1.20322], [1.86705, 0.23702, 1.49939], [1.67253, 0.46121, -1.18648], [0.62365, -2.34008, 1.18208], [-0.26969, -2.30563, -0.26632], [2.21046, -2.56882, -0.74462]]
}

***

{
  "formula": "C5H9ClSi",
  "method": "the ωB97M-V functional and the def2-TZVPD basis",
  "e_homo_ev": -8.27,
  "energy_ev": -25728.2047,
  "relative_energy_kcal_mol": 81.5,
  "gap_ev": 8.609,
  "elements": ["C", "C", "C", "C", "C", "Si", "Cl", "H", "H", "H", "H", "H", "H", "H", "H", "H"],
  "coordinates": [[1.05438, 1.46002, -0.49450], [1.35896, 0.30924, 0.15750], [-0.44452, 1.80152, -0.54526], [-1.07001, 0.46445, -0.15971], [0.13441, -0.40472, 0.37167], [-0.17346, -2.26926, 0.37825], [1.25673, -3.10709, 1.59893], [1.88935, 2.00733, -1.04416], [2.34487, -0.08616, 0.19193], [-0.74726, 2.68139, 0.16531], [-0.59016, 2.18736, -1.51815], [-1.87332, 0.66775, 0.55059], [-1.39031, -0.16350, -0.96830], [-0.12303, -0.41934, 2.16122], [-0.00713, -2.47124, -1.19406], [-1.61950, -2.65775, 0.34875]]
}

***

{
  "formula": "C5H9CuO6",
  "method": "the ωB97M-V functional and the def2-TZVPD basis",
  "e_homo_ev": [-13.18, -13.18],
  "energy_ev": -62243.8923,
  "spin_multiplicity": 2,
  "relative_energy_kcal_mol": 23.4,
  "s_squared": 0.7571,
  "total_charge": 1,
  "gap_ev": [7.306, 5.202],
  "elements": ["H", "C", "C", "O", "C", "O", "O", "Cu", "O", "H", "H", "H", "H", "C", "C", "O", "O", "H", "H", "H", "H"],
  "coordinates": [[2.15406, -2.01605, 0.43912], [1.36124, -1.43194, -0.08015], [1.62079, 0.06176, 0.00394], [2.94589, 0.30991, -0.43432], [3.41108, 1.52992, -0.22054], [2.74984, 2.51519, -0.00186], [4.73491, 1.49037, -0.25002], [-1.09810, -0.88153, 2.21645], [0.15856, -1.75610, 0.48780], [1.39082, -1.81264, -1.11989], [1.50991, 0.41477, 1.04057], [0.90783, 0.59911, -0.63582], [5.08340, 2.38862, -0.32050], [-3.64486, -0.64644, -0.05969], [-3.64388, 0.88716, -0.26156], [-4.28241, 1.40292, -1.13447], [-2.43700, -1.12019, 0.40958], [-3.95051, -1.12625, -1.00171], [-3.04648, 1.47174, 0.47254], [-4.41892, -0.81554, 0.71067], [-1.50617, -1.46479, -0.26016]]
}

***

{
  "formula": "C5H9F",
  "method": "the ωB97M-V functional and the def2-TZVPD basis",
  "smiles": "CC/C=C/CF",
  "e_homo_ev": -9.80,
  "energy_ev": -8047.0272,
  "relative_energy_kcal_mol": 23.4,
  "gap_ev": 10.955,
  "elements": ["C", "C", "C", "C", "C", "F", "H", "H", "H", "H", "H", "H", "H", "H", "H"],
  "coordinates": [[1.79630, 0.43163, -0.68362], [0.44606, 0.54150, -1.42933], [-0.71483, 0.04227, -0.52544], [-0.62388, -0.12064, 0.76584], [-1.57301, -0.72902, 1.74018], [-0.92099, -1.76823, 2.29119], [2.17794, -0.58122, -0.89471], [2.50462, 1.11548, -1.23014], [1.81026, 0.72535, 0.32695], [0.37951, -0.03866, -2.39159], [0.31322, 1.61362, -1.80558], [-1.55965, -0.22985, -1.08309], [0.27200, 0.13374, 1.27589], [-1.81679, 0.00728, 2.52620], [-2.49078, -1.14325, 1.11725]]
}

***

{
  "formula": "C5H9F2N",
  "method": "the ωB97M-V functional and the def2-TZVPD basis",
  "e_homo_ev": [-9.16, -8.65],
  "energy_ev": -12250.6447,
  "relative_energy_kcal_mol": 109.2,
  "gap_ev": [8.801, 8.352],
  "elements": ["C", "C", "C", "C", "C", "N", "F", "F", "H", "H", "H", "H", "H", "H", "H", "H", "H"],
  "coordinates": [[-0.51919, 0.59802, 0.80064], [0.22662, -0.30306, -0.18007], [-1.26288, -0.19709, -0.17647], [0.85516, -1.60613, 0.22224], [1.05769, 0.40212, -1.24062], [-0.59648, 1.97554, 0.65299], [-2.10352, -1.19333, 0.11025], [-1.96241, 0.47913, -1.11783], [-0.26101, -0.53554, 2.53665], [1.96746, -1.51004, 0.13943], [0.43378, -2.43728, -0.37008], [0.55654, -1.87440, 1.25566], [1.85591, 0.92391, -0.67877], [0.44215, 1.02208, -1.87950], [1.34636, -0.50443, -1.95023], [-1.57930, 2.12017, 0.37846], [-0.45687, 2.64032, 1.49726]]
}

***

{
  "formula": "C5H9F2N",
  "method": "the ωB97M-V functional and the def2-TZVPD basis",
  "e_homo_ev": -9.48,
  "energy_ev": -12253.2441,
  "relative_energy_kcal_mol": 49.2,
  "gap_ev": 10.362,
  "elements": ["C", "C", "C", "C", "C", "N", "F", "F", "H", "H", "H", "H", "H", "H", "H", "H", "H"],
  "coordinates": [[-0.47233, -0.97396, -0.21238], [-0.01630, 0.41508, -0.37848], [-1.35210, 0.11340, 0.28796], [-0.05103, 0.97576, -1.78935], [1.11235, 0.94350, 0.48644], [-0.25408, -2.17529, -0.43061], [-2.51695, 0.43076, -0.32524], [-1.50627, 0.31463, 1.61924], [1.13362, -1.78068, 2.23981], [-0.85198, 0.51767, -2.36478], [0.89531, 0.76719, -2.28298], [-0.21217, 2.05110, -1.76211], [2.05881, 0.51455, 0.16188], [0.95398, 0.68879, 1.53277], [1.16374, 2.02732, 0.39791], [-0.97223, -2.83706, -0.13014], [0.88764, -1.99275, 2.95007]]
}